{
  "formula": "C4H9NO",
  "method": "the ωB97M-V functional and the def2-TZVPD basis",
  "e_tot_ev": -7828.124,
  "orbital_gap_ev": 10.2,
  "e_lumo_ev": 1.1,
  "relative_energy_kj_mol": 404.8,
  "homo_energy_ev": -9.17,
  "symbols": ["C", "N", "C", "C", "O", "C", "H", "H", "H", "H", "H", "H", "H", "H", "H"],
  "coordinates": [[-1.86551, -0.02733, 0.20178], [-0.67389, -0.30226, -0.47626], [0.38766, -1.16946, 0.04533], [1.41528, -0.11492, -0.46705], [2.42442, 0.31622, 0.39297], [0.17615, 0.81276, -0.56428], [-2.34496, -0.95567, 0.56364], [-1.38303, 0.91188, 1.03160], [-2.56025, 0.55156, -0.41949], [0.38239, -2.16534, -0.41015], [0.40738, -1.25311, 1.14315], [1.91975, -0.43533, -1.39275], [1.97700, 0.85186, 1.06130], [-0.27266, 1.41379, 0.63465], [0.01028, 1.56536, -1.34445]],
  "forces_ev_per_angstrom": [[0.3, 1.1, 1.2], [-0.2, -0.3, -0.7], [0.0, -0.1, 0.0], [-0.2, 0.1, 0.1], [0.0, 0.1, 0.3], [-0.3, 1.0, 1.2], [0.2, 0.7, 0.3], [-2.0, -2.3, -0.7], [0.1, -0.2, 0.2], [0.2, 0.1, 0.1], [-0.1, 0.1, -0.1], [-0.5, 0.4, 0.2], [0.3, -0.1, 0.1], [2.2, -0.6, -2.3], [0.1, -0.2, 0.2]],
  "nbo_charge": [-0.365, -0.421, -0.243, 0.078, -0.698, -0.181, 0.211, 0.102, 0.202, 0.200, 0.184, 0.190, 0.470, 0.064, 0.205]
}